{
  "formula": "C53H61Ge2MoNO3P2SSi",
  "method": "ωB97M-V/def2-TZVPD",
  "species": ["Mo", "Ge", "Ge", "S", "P", "P", "Si", "O", "O", "O", "N", "C", "C", "C", "C", "C", "C", "C", "C", "C", "C", "C", "C", "C", "C", "C", "C", "C", "C", "C", "C", "C", "C", "C", "C", "C", "C", "C", "C", "C", "C", "C", "C", "C", "C", "C", "C", "C", "C", "C", "C", "C", "C", "C", "C", "C", "C", "C", "C", "C", "C", "C", "C", "C", "H", "H", "H", "H", "H", "H", "H", "H", "H", "H", "H", "H", "H", "H", "H", "H", "H", "H", "H", "H", "H", "H", "H", "H", "H", "H", "H", "H", "H", "H", "H", "H", "H", "H", "H", "H", "H", "H", "H", "H", "H", "H", "H", "H", "H", "H", "H", "H", "H", "H", "H", "H", "H", "H", "H", "H", "H", "H", "H", "H", "H"],
  "positions_angstrom": [[-0.0808, -0.4834, -0.9451], [0.3526, 3.3226, -0.1535], [2.3424, 0.5171, -1.6533], [-0.7868, -0.4102, -4.2198], [-2.5423, -1.2885, -0.9061], [0.7732, -1.5486, 1.5059], [0.0442, -3.0437, -1.2268], [-1.0456, 0.8394, -4.8276], [-3.8374, 0.6269, -5.9864], [-0.7619, 1.2729, 0.3093], [-0.4391, -0.3307, -2.7711], [-5.0640, -2.1208, 0.1605], [-1.7208, 0.8207, 3.7891], [2.1861, 2.9464, 3.0451], [0.0230, -0.6336, 2.9794], [-0.3260, -3.8930, 0.3951], [0.7390, -0.4478, 4.1952], [2.0439, 2.7589, 0.5158], [-5.8370, -2.9149, 0.9960], [-3.6382, -2.5639, -3.1765], [3.8999, 4.0000, 1.7712], [2.5118, -1.6098, 2.0189], [-5.3054, -3.5348, 2.1088], [-1.2453, -0.0478, 2.8624], [2.4094, 1.6381, -3.3452], [-1.3060, -4.0808, -3.5723], [3.3633, 2.7929, -3.1472], [3.2573, -2.7522, 1.8693], [4.5852, 4.3556, 2.9041], [-0.5284, 4.5362, 1.0588], [1.5814, -3.7949, -1.9861], [0.0881, -3.2489, 1.5700], [-3.1661, -2.7601, 1.4201], [-3.9880, 2.1141, -2.6949], [-0.0533, -3.8693, 2.8201], [4.5772, -0.4410, 2.4841], [-0.3568, 3.1702, -1.9367], [0.3828, 5.8593, 1.0188], [-0.7005, -5.0281, 2.9516], [-3.7796, 1.0204, -0.2328], [2.6987, 3.2804, 1.7930], [3.8047, -0.7130, -1.5247], [4.6719, -2.7828, 2.0901], [5.2804, -0.3398, -2.0047], [-3.7131, -2.0562, 0.3810], [-3.5582, 0.8158, -2.6284], [5.3251, -1.6043, 2.5127], [-0.9844, -5.0997, 0.5603], [-1.4369, -3.3565, -2.3728], [-3.3425, 0.2676, -1.3146], [2.8284, 3.3092, 4.2058], [3.2271, -0.4386, 2.2578], [-4.4512, 2.8397, -1.5668], [-3.5809, -3.4007, -4.2364], [-1.1972, -5.6736, 1.7967], [0.0898, 0.3614, 5.1813], [4.0551, 3.9620, 4.1073], [-2.5797, -2.5660, -2.2535], [-1.0491, 1.1055, 4.9819], [-4.3434, 2.2613, -0.3157], [2.6134, 1.7710, -0.1390], [-2.3702, -4.1789, -4.4203], [-0.0995, 4.4625, -2.7386], [-3.9437, -3.4484, 2.3059], [1.2498, -4.8332, -2.2662], [-3.3581, 0.3290, -3.6150], [2.4563, -3.8338, -1.3968], [2.4157, 3.0524, 5.2337], [-1.3691, -5.5707, -0.3606], [-1.5421, 4.7743, 0.7485], [1.4071, 5.7056, 0.9798], [3.5519, 1.4828, 0.3812], [4.3213, 2.4405, -2.7195], [-1.8697, -0.3719, 2.0604], [-0.5937, 4.2106, 2.1216], [-1.7412, -6.5928, 1.9525], [-2.9691, 0.8321, -6.4138], [0.1930, 6.4492, 1.9431], [-6.9011, -3.0322, 0.6978], [-3.4754, -3.9730, 3.0996], [-2.7253, 1.2506, 3.6209], [3.6446, 3.3210, -4.0712], [5.9303, -1.2109, -1.9333], [3.9208, -0.9774, -0.4747], [-4.7358, 2.7263, 0.5571], [-4.8774, 3.7968, -1.7682], [2.7415, -3.6283, 1.6260], [2.8072, 1.0432, -4.2426], [-0.3449, -4.5210, -3.7458], [1.6910, -3.2761, -2.9433], [-0.1061, 2.2822, -2.4242], [-4.1206, 2.5470, -3.6747], [-4.4534, -1.8810, -3.0543], [-3.8892, -0.2897, -6.0521], [5.5756, 4.8102, 2.8261], [-0.8228, 1.0103, 1.2464], [3.5750, -1.6414, -2.0565], [1.7296, -0.7356, 4.3168], [-1.7366, 1.2457, 0.0066], [-0.4064, 4.1921, -3.7491], [-5.5582, -1.6193, -0.6980], [-2.1298, -2.7004, 1.5430], [0.0272, 6.4241, 0.1753], [-3.7871, 0.6499, 0.7870], [4.4828, 4.1803, 5.0681], [2.6785, 0.4619, 2.4393], [2.9659, 3.4553, -2.3537], [5.7499, 0.4963, -1.4915], [0.9144, 4.7540, -2.6917], [-1.4514, 1.7191, 5.7265], [6.4430, -1.6335, 2.7492], [0.2601, -3.3416, 3.6705], [1.4132, 1.9503, -3.6000], [5.2615, -3.7519, 1.9275], [4.2575, 4.1767, 0.7322], [-4.3729, -3.5219, -4.9496], [1.2701, 2.3934, 3.0214], [-1.4485, 3.0727, -1.7791], [-0.7731, 5.2611, -2.3663], [-5.8775, -4.2558, 2.7028], [5.1088, 0.4964, 2.6586], [0.6680, 0.3820, 6.1154], [5.1671, -0.1887, -3.0382], [-0.7683, -5.5976, 3.8681], [-2.2703, -4.9188, -5.2997]],
  "forces_ev_per_a": [[0.987, -0.609, 0.209], [-0.295, -0.114, 0.959], [-1.228, 0.523, -0.551], [0.546, -2.380, -0.297], [-0.842, -1.958, 0.940], [-0.763, 0.443, 0.396], [-0.311, -0.120, -0.015], [-0.574, 2.376, -1.253], [1.415, 2.567, -0.185], [-1.096, 0.078, -0.725], [0.468, 0.049, 1.280], [-1.144, 0.205, -0.843], [-1.861, 1.390, 0.847], [-0.571, 0.056, -0.816], [1.362, -0.422, 0.452], [0.600, 1.081, 1.085], [-3.762, 1.810, -1.266], [-0.420, 1.240, 0.978], [-1.634, 0.357, -0.650], [0.549, 0.349, 0.950], [-0.582, -0.490, -2.719], [0.591, 0.364, -0.796], [-0.132, -1.063, -0.185], [1.060, -0.841, -0.318], [1.053, -1.547, -0.826], [-0.154, 0.252, 1.411], [0.704, 0.366, 0.881], [2.012, -0.090, 0.425], [0.810, -0.259, -0.101], [0.681, 0.873, 0.852], [-2.158, -0.618, -1.309], [0.505, -0.037, 0.144], [-0.065, 0.707, 0.173], [-1.227, 0.789, 0.316], [0.369, 1.888, -0.850], [1.064, 0.810, 0.543], [-1.241, 1.414, 1.188], [-3.184, -0.184, 0.995], [-0.875, -2.913, -0.891], [0.296, -0.694, 1.276], [-0.012, 0.218, 0.219], [2.476, -0.530, 0.240], [-0.052, -0.576, 0.155], [-1.498, -0.683, 0.804], [1.212, 0.884, -1.444], [1.045, -0.730, 0.631], [0.899, -1.724, -0.934], [-0.656, -0.930, -1.285], [0.211, 1.010, -0.698], [-0.866, 0.229, -1.887], [-0.099, -0.388, 1.125], [-0.739, 0.169, 0.572], [0.833, -0.872, -0.971], [2.164, -2.173, -0.969], [0.302, 0.573, 0.707], [2.461, -0.740, 0.410], [-0.855, 0.096, 1.412], [-0.212, 1.156, 0.478], [0.467, -1.948, -1.537], [-0.372, 1.054, -1.421], [2.226, -1.326, -0.229], [-1.473, -0.807, -2.127], [-1.821, -0.786, 0.198], [-0.392, -0.206, 0.159], [0.511, 0.670, 0.395], [-0.087, 0.170, 1.267], [0.957, 0.112, 0.544], [0.546, 0.314, -1.570], [0.128, -0.025, 0.637], [-0.043, 0.083, -0.119], [2.007, -0.544, -0.229], [-0.284, -0.129, -0.372], [-0.303, 0.013, -0.238], [-0.552, -0.080, -0.626], [0.238, -0.243, -0.827], [-0.029, -0.134, -0.385], [-1.071, -0.037, 0.537], [0.032, -0.357, -0.680], [0.796, 0.028, 0.575], [0.284, -0.363, 0.683], [0.620, -0.151, 0.137], [-0.467, 0.068, 0.360], [-0.036, -0.049, 0.359], [-0.397, -0.191, 0.263], [-0.174, 0.369, 0.524], [-0.252, 0.547, 0.265], [-0.433, -1.466, -0.460], [-0.732, 0.364, 1.359], [0.075, -0.629, -0.433], [0.570, -0.006, 0.083], [0.868, -1.224, -0.770], [0.029, 0.107, -0.133], [-0.460, 0.193, 0.122], [-0.391, -2.581, -0.293], [-0.462, 0.065, 0.122], [0.185, 0.051, 0.720], [-0.276, 0.126, 0.093], [1.391, -0.870, 0.410], [0.936, 0.461, 0.287], [0.258, 0.529, -0.186], [0.468, -0.336, 0.644], [1.202, -0.147, 0.381], [0.227, 0.513, -0.346], [0.323, -0.660, -0.055], [0.688, 0.284, 0.005], [-0.089, 0.628, -0.330], [0.218, 0.185, -0.655], [-0.183, 0.114, -0.071], [1.078, 0.493, -0.242], [-0.494, 0.879, 0.895], [-1.832, 0.226, -0.405], [0.601, 0.568, 1.176], [-0.356, 0.220, -0.278], [-1.093, 1.553, 0.427], [0.200, 0.265, 1.006], [-0.273, 0.122, -0.171], [-0.612, -0.341, 0.481], [0.254, 0.123, 0.071], [0.566, -0.285, -0.284], [-0.022, 0.649, -0.102], [-0.374, -0.085, 0.154], [-0.545, 0.435, -0.186], [0.351, 0.799, -1.494], [-0.120, 0.449, 0.323], [-0.366, 1.536, 1.324]],
  "mulliken_charge": [-0.984, -0.011, 0.333, 0.274, 1.429, 3.654, 2.717, -0.407, -0.585, 1.639, -0.128, -0.413, -0.067, 0.221, 0.468, 1.353, -1.054, 1.288, -0.619, -0.916, 0.069, 0.666, -0.893, -0.834, -0.277, -1.207, -1.180, -1.700, -0.939, -0.458, -1.649, -1.031, 0.474, -1.167, -0.461, -0.303, 2.162, -1.446, -1.051, -0.588, -0.539, 0.369, -0.814, -1.688, 0.204, -0.687, -0.903, -0.545, 0.682, 0.800, -0.722, -0.446, -0.941, -1.141, -0.964, -0.659, -0.562, 0.561, -1.192, -0.767, -1.212, -0.711, -1.759, -1.120, 0.398, 0.374, 0.510, 0.354, 0.478, 0.579, 0.424, 0.820, 0.232, -0.369, 0.403, 0.468, 0.314, 0.351, 0.397, 0.605, 0.448, 0.448, 0.396, -0.304, 0.593, 0.509, 0.691, 0.419, 0.409, 0.390, -0.870, 0.557, 0.537, 0.276, 0.412, -0.975, 0.336, 0.802, -0.172, 0.450, 0.339, 0.126, 0.412, 0.273, 0.426, 0.047, 0.130, 0.326, 0.444, 0.656, 0.324, 0.570, 0.335, 0.342, 0.376, 0.541, 0.319, -0.425, 0.443, 0.365, 0.532, 0.464, 0.479, 0.473, 0.366],
  "multiplicity": 3,
  "charge": 2,
  "orbital_gap_ev": [6.688, 5.826],
  "s_squared": 2.069,
  "lumo_ev": [-5.873, -6.480],
  "fmax_ev_per_a": 4.36
}